No. 1
The following is a quantum chemistry calculation of 2 unconnected molecules or ions with the total composition C2H8N2O in a non-equilibrium geometry, from OMol25.

Structure (ORCA input):
```
! RIJCOSX wB97M-V def2-TZVPD def2/J DEFGRID3
* xyz 0 1
C -0.15 0.27 -0.04
C 0.34 0.86 -1.12
N -0.25 1.00 -2.37
N 0.85 0.10 1.02
H -0.78 -0.64 0.05
H 1.38 1.36 -1.15
H 0.28 1.06 -3.17
H -1.19 1.18 -2.40
H 1.41 -0.67 1.21
H 1.36 0.95 1.11
H -1.82 -1.65 2.41
H -0.46 -1.70 1.88
O -0.97 -2.11 2.57
*
```

Output
HOMO energy (eV): -7.76
SMILES: N/C=C/N.O
LUMO (eV): 1.0
HOMO-LUMO gap (eV): 8.77
Energy above the lowest of the compared OMol25 structures with the same formula, charge and spin (kJ/mol): 283.0
Calculated total energy (hartree): -265.675350

Here are the natural (NBO) charges for atoms 1 to 2, given in e: -0.154 0.007


No. 2
The following is a quantum chemistry calculation of a molecular structure, C10H30Be2NO13 in a non-equilibrium geometry, from OMol25.

Structure (ORCA input):
```
! RIJCOSX wB97M-V def2-TZVPD def2/J DEFGRID3
* xyz 4 2
Be -2.80 1.48 3.54
Be 0.06 5.06 0.33
N -0.28 1.57 0.65
O -0.99 1.94 1.56
O 0.26 2.41 -0.08
O -0.28 0.41 0.37
C 3.38 1.20 0.19
C 3.88 0.01 -0.63
O 4.20 -1.02 0.36
O 4.34 1.83 1.02
H 2.39 1.00 0.60
H 3.20 2.03 -0.49
H 4.88 0.09 -1.07
H 3.34 -0.46 -1.44
H 3.40 -1.33 0.80
H 4.69 1.28 1.72
C -2.74 -1.66 1.47
C -3.90 -2.34 0.70
O -4.84 -2.95 1.72
O -2.89 -0.26 1.71
H -1.93 -1.70 0.74
H -2.37 -2.14 2.38
H -3.51 -3.02 -0.06
H -4.39 -1.58 0.10
H -5.54 -3.41 1.25
H -2.99 0.19 0.87
C -0.47 -4.02 -2.41
C -0.48 -2.47 -2.21
O 0.02 -2.16 -0.96
O -1.61 -4.74 -1.90
H 0.43 -4.25 -1.85
H -0.34 -4.17 -3.49
H -1.49 -2.07 -2.20
H 0.10 -1.93 -2.96
H -0.43 -1.39 -0.60
H -1.51 -4.82 -0.94
C 0.66 -2.27 2.22
C 1.39 -2.89 3.48
O 1.78 -1.96 4.41
O 1.51 -1.35 1.60
H -0.25 -1.74 2.48
H 0.16 -3.07 1.66
H 2.23 -3.55 3.28
H 0.68 -3.55 3.97
H 2.70 -1.91 4.67
H 0.99 -0.72 1.10
C -0.14 5.06 -3.29
C -0.66 6.45 -2.74
O -1.55 6.35 -1.63
O 0.22 4.17 -2.20
H 0.65 5.30 -4.00
H -0.80 4.53 -3.98
H -1.17 6.97 -3.55
H 0.18 7.07 -2.41
H -1.95 7.20 -1.42
H 0.59 3.31 -2.43
*
```

Output
HOMO energy (alpha / beta) (eV): -18.80 / -18.80
LUMO (alpha / beta) (eV): -16.6 / -16.6
HOMO-LUMO gap (alpha / beta) (eV): 2.18 / 2.19
Calculated total energy (hartree): -1459.104758

Here are the natural (NBO) charges for atoms 1 to 2, given in e: 0.963 1.577


No. 3
The following is a quantum chemistry calculation of 2 unconnected molecules or ions with the total composition C6H12N3O2 in a non-equilibrium geometry, from OMol25.

Structure (ORCA input):
```
! RIJCOSX wB97M-V def2-TZVPD def2/J DEFGRID3
* xyz 1 1
C 1.49 0.50 0.47
C -0.08 -1.85 0.12
C -2.68 0.89 -0.68
C -1.52 1.76 -0.60
C -1.30 0.22 -0.61
C -0.76 -0.47 0.48
N 1.79 1.46 1.37
N -0.26 -2.83 0.91
N 2.19 -0.10 -0.44
O 0.53 -1.95 -0.92
O 3.48 0.26 -0.72
H -3.34 0.75 0.15
H -3.26 1.00 -1.59
H -1.32 2.41 -1.43
H -1.22 2.06 0.39
H -0.93 -0.11 -1.56
H -1.02 -0.19 1.48
H 0.96 1.84 1.81
H 2.50 2.05 1.15
H -0.81 -2.95 1.81
H 0.12 -3.69 0.59
H 1.54 -0.73 -0.88
H 3.91 -0.32 -1.30
*
```

Output
HOMO energy (alpha / beta) (eV): -13.10 / -13.10
LUMO (alpha / beta) (eV): -4.8 / -4.8
HOMO-LUMO gap (alpha / beta) (eV): 8.33 / 8.33
Energy above the lowest of the compared OMol25 structures with the same formula, charge and spin (kJ/mol): 586.9
Calculated total energy (hartree): -550.149995

Here are the natural (NBO) charges for atoms 1 to 2, given in e: 0.400 0.644


No. 4
The following is a quantum chemistry calculation of 7 unconnected molecules or ions with the total composition C32H36Br12F13O2PS2 in a non-equilibrium geometry, from OMol25.

Structure (ORCA input):
```
! RIJCOSX wB97M-V def2-TZVPD def2/J DEFGRID3
* xyz 0 1
O 0.08 1.93 4.26
C -0.19 0.76 4.22
C 0.81 -0.29 3.91
C 1.90 -0.03 3.09
C 2.78 -1.06 2.77
C 2.61 -2.35 3.28
C 3.56 -3.46 2.91
C 2.84 -4.74 2.41
C 3.15 -5.22 1.00
F 3.41 -6.56 1.06
F 4.24 -4.65 0.45
C 1.96 -5.15 0.01
F 2.29 -5.77 -1.13
F 0.96 -5.85 0.58
C 1.44 -3.71 -0.28
F 2.38 -2.83 0.14
F 0.34 -3.46 0.45
C 1.19 -3.35 -1.77
F 1.16 -2.02 -1.85
F 2.20 -3.76 -2.54
S -0.46 -3.96 -2.49
F 0.26 -4.99 -3.44
F -0.34 -2.87 -3.65
F -1.21 -2.92 -1.59
F -0.57 -5.06 -1.38
F -1.84 -4.41 -3.08
C 1.54 -2.57 4.14
C 0.64 -1.57 4.45
C -0.50 -1.81 5.35
O -0.45 -2.56 6.29
C -1.72 -1.02 5.02
C -2.98 -1.55 5.26
C -4.10 -0.81 4.91
P -5.72 -1.55 5.17
S -5.86 -3.41 4.58
C -3.95 0.45 4.35
C -2.69 0.98 4.12
C -1.57 0.24 4.45
H 2.09 0.96 2.70
H 3.62 -0.84 2.13
H 4.27 -3.07 2.19
H 4.11 -3.74 3.80
H 3.00 -5.56 3.10
H 1.77 -4.54 2.45
H 1.39 -3.56 4.56
H -3.05 -2.54 5.68
H -6.63 -0.74 4.48
H -5.99 -1.38 6.54
H -4.84 1.01 4.08
H -2.60 1.96 3.67
Br 0.49 3.72 -2.31
C -0.25 1.93 -2.44
C -1.72 2.02 -2.73
Br -2.73 2.55 -1.15
H -0.02 1.42 -1.51
H 0.28 1.44 -3.26
H -2.13 1.06 -3.03
H -1.93 2.76 -3.49
Br 4.96 5.25 -5.91
C 3.42 4.26 -6.57
C 2.56 3.74 -5.45
Br 3.37 2.20 -4.59
H 3.80 3.47 -7.21
H 2.85 4.97 -7.18
H 1.60 3.39 -5.83
H 2.39 4.48 -4.68
Br 3.42 -3.66 -9.27
C 3.24 -3.65 -7.34
C 2.68 -2.35 -6.83
Br 4.00 -0.92 -6.86
H 4.23 -3.86 -6.94
H 2.57 -4.47 -7.10
H 2.39 -2.44 -5.79
H 1.83 -2.01 -7.42
Br -1.38 6.19 4.50
C -1.13 4.98 3.00
C -1.77 5.51 1.74
Br -3.71 5.32 1.76
H -1.53 4.02 3.30
H -0.05 4.90 2.88
H -1.43 4.94 0.88
H -1.56 6.57 1.59
Br 3.60 6.10 2.58
C 3.77 5.36 0.79
C 2.60 4.49 0.45
Br 2.70 2.77 1.35
H 4.71 4.82 0.76
H 3.82 6.21 0.12
H 2.59 4.26 -0.61
H 1.65 4.93 0.73
Br -6.77 3.14 0.38
C -6.67 2.35 -1.40
C -8.00 1.83 -1.84
Br -8.44 0.16 -0.94
H -5.91 1.58 -1.35
H -6.33 3.15 -2.05
H -7.98 1.59 -2.90
H -8.81 2.52 -1.64
*
```

Output
HOMO energy (eV): -8.82
SMILES: O=C1c2ccc(CCC(F)(F)C(F)(F)C(F)(F)C(F)(F)S(F)(F)(F)(F)F)cc2C(=O)c2cc([PH2]=S)ccc21.BrCCBr.BrCCBr.BrCCBr.BrCCBr.BrCCBr.BrCCBr
LUMO (eV): -1.1
HOMO-LUMO gap (eV): 7.74
Calculated total energy (hartree): -34715.586067

Here are the Löwdin charges for atoms 1 to 2, given in e: 0.137 -0.286


No. 5
The following is a quantum chemistry calculation of a molecular structure, C16H18AuN5OS2 in a non-equilibrium geometry, from OMol25.

Structure (ORCA input):
```
! RIJCOSX wB97M-V def2-TZVPD def2/J DEFGRID3
* xyz 2 1
Au 0.43 -0.18 -0.81
C -1.19 -5.16 -1.14
S -0.19 -4.52 -2.51
C 0.42 -3.05 -1.74
S -0.74 -1.84 -2.07
N 1.55 -2.97 -1.16
N 1.81 -1.69 -0.71
C 2.98 -1.41 -0.31
C 3.25 -0.06 0.17
C 4.41 0.28 0.85
C 4.57 1.59 1.28
C 3.57 2.51 1.01
C 2.44 2.10 0.32
N 2.29 0.85 -0.09
H -1.67 -6.06 -1.54
H -1.95 -4.44 -0.85
H -0.55 -5.42 -0.30
H 3.76 -2.18 -0.33
H 5.16 -0.48 1.04
H 5.46 1.88 1.81
H 3.67 3.54 1.33
H 1.65 2.80 0.07
C -2.67 -1.65 2.54
C -1.77 -0.75 1.76
O -0.84 -1.18 1.08
N -2.04 0.58 1.84
C -1.18 1.63 1.32
C -1.47 2.04 -0.11
C -2.28 3.13 -0.37
C -2.58 3.47 -1.68
C -2.08 2.70 -2.71
C -1.26 1.64 -2.40
N -0.95 1.32 -1.13
H -2.28 -2.66 2.52
H -3.68 -1.66 2.10
H -2.76 -1.32 3.57
H -2.86 0.86 2.35
H -0.14 1.31 1.42
H -1.31 2.50 1.97
H -2.67 3.71 0.45
H -3.21 4.33 -1.89
H -2.29 2.92 -3.75
H -0.82 1.02 -3.18
*
```

Output
HOMO energy (alpha / beta) (eV): -14.59 / -14.59
LUMO (alpha / beta) (eV): -8.1 / -8.1
HOMO-LUMO gap (alpha / beta) (eV): 6.50 / 6.50
Energy above the lowest of the compared OMol25 structures with the same formula, charge and spin (kJ/mol): 21.3
Calculated total energy (hartree): -1901.029484

Here are the natural (NBO) charges for atoms 1 to 2, given in e: 1.188 -0.726


No. 6
The following is a quantum chemistry calculation of a molecular structure, C24H24N3O7PtS2 in a non-equilibrium geometry, from OMol25.

Structure (ORCA input):
```
! RIJCOSX wB97M-V def2-TZVPD def2/J DEFGRID3
* xyz -1 1
Pt 0.06 -0.94 0.68
C -2.69 -3.17 0.52
C -1.32 -3.65 0.23
N -0.23 -2.90 0.22
C 0.85 -3.71 -0.08
C 0.39 -4.98 -0.22
N -0.97 -4.93 -0.02
C 1.01 -6.30 -0.53
O 2.30 -6.28 -0.72
O 0.29 -7.28 -0.58
C 2.26 -3.18 -0.26
O 3.10 -4.09 -0.55
O 2.44 -1.98 -0.12
H -2.66 -2.08 0.57
H -3.06 -3.58 1.46
H -3.37 -3.46 -0.28
H -1.56 -5.74 -0.09
H 2.68 -5.29 -0.56
C -0.37 4.69 -3.11
C 0.71 3.62 -2.93
C 2.01 4.08 -3.59
C 0.22 2.35 -3.63
C 0.94 3.39 -1.44
C 1.38 4.47 -0.64
C 1.56 4.35 0.72
C 1.28 3.12 1.32
S 1.37 2.64 2.99
C 0.86 1.05 2.54
N 0.62 0.90 1.26
C 0.86 2.05 0.53
C 0.69 2.18 -0.85
C 0.71 -0.14 3.37
C 0.91 -0.17 4.74
C 0.75 -1.37 5.42
C 0.39 -2.51 4.70
C 0.20 -2.46 3.32
C 0.36 -1.27 2.61
H -0.57 4.86 -4.17
H -0.07 5.65 -2.67
H -1.30 4.38 -2.63
H 1.85 4.24 -4.66
H 2.79 3.33 -3.47
H 2.37 5.02 -3.17
H 0.07 2.56 -4.69
H -0.72 1.99 -3.22
H 0.96 1.54 -3.55
H 1.58 5.42 -1.10
H 1.89 5.20 1.31
H 0.33 1.33 -1.40
H 1.20 0.72 5.28
H 0.90 -1.42 6.49
H 0.27 -3.45 5.22
H -0.06 -3.37 2.80
C -4.08 0.31 -0.02
S -2.57 0.84 -0.81
O -2.94 1.30 -2.14
O -2.01 1.86 0.06
O -1.74 -0.38 -0.85
H -4.83 1.08 -0.16
H -3.88 0.17 1.04
H -4.41 -0.61 -0.48
*
```

Output
HOMO energy (eV): -5.34
LUMO (eV): 2.1
HOMO-LUMO gap (eV): 7.47
Energy above the lowest of the compared OMol25 structures with the same formula, charge and spin (kJ/mol): 20.6
Calculated total energy (hartree): -2535.837420

Here are the natural (NBO) charges for atoms 1 to 2, given in e: 0.843 -0.672


No. 7
The following is a quantum chemistry calculation of a molecular structure, C6H13FeN2 in a non-equilibrium geometry, from OMol25.

Structure (ORCA input):
```
! RIJCOSX wB97M-V def2-TZVPD def2/J DEFGRID3
* xyz -1 5
C 0.45 -2.99 0.48
Fe -0.89 -1.38 0.14
N -0.62 -1.21 -2.03
H 0.13 -1.93 1.32
H -2.24 -0.45 0.20
H 0.24 -3.67 1.39
H 1.49 -3.10 0.19
H -0.19 -3.51 -0.29
H 0.12 -0.60 -2.41
H -1.49 -0.83 -2.44
H -0.47 -2.10 -2.47
C 0.37 3.18 0.54
C -0.57 2.50 1.31
C -0.61 1.10 1.28
N 0.15 0.36 0.42
C 1.16 1.02 -0.25
C 1.26 2.43 -0.22
H 0.40 4.28 0.57
H -1.30 3.00 1.91
H -1.28 0.55 1.93
H 1.87 0.42 -0.79
H 2.03 2.92 -0.80
*
```

Output
HOMO energy (alpha / beta) (eV): -0.03 / -1.97
LUMO (alpha / beta) (eV): 3.5 / 3.6
HOMO-LUMO gap (alpha / beta) (eV): 3.57 / 5.61
Energy above the lowest of the compared OMol25 structures with the same formula, charge and spin (kJ/mol): 46.0
Calculated total energy (hartree): -1609.462970

Here are the natural (NBO) charges for atoms 1 to 2, given in e: -1.007 0.719


No. 8
The following is a quantum chemistry calculation of a molecular structure, C30H41AsN8O6PtS in a non-equilibrium geometry, from OMol25.

Structure (ORCA input):
```
! RIJCOSX wB97M-V def2-TZVPD def2/J DEFGRID3
* xyz 0 3
Pt -0.35 -0.14 -1.01
C -2.53 0.98 1.38
N -2.19 -0.03 2.37
C -2.87 0.22 3.63
C -0.95 -0.62 2.38
N -0.20 -0.64 1.33
C 1.04 -1.32 1.31
C 1.09 -2.67 1.57
C 2.30 -3.37 1.54
C 3.46 -2.72 1.23
C 3.44 -1.34 0.89
C 4.64 -0.71 0.47
C 4.62 0.59 0.06
C 3.42 1.31 0.05
C 2.24 0.75 0.48
N 1.04 1.46 0.32
C 0.94 2.71 0.62
N 1.65 3.37 1.61
C 2.21 2.67 2.74
C 2.29 4.63 1.29
N -0.01 3.49 0.01
C -0.67 4.58 0.71
C -0.25 3.48 -1.44
C 2.22 -0.61 0.93
N -0.62 -1.18 3.63
C -1.29 -2.41 4.01
C 0.70 -1.00 4.21
H -3.59 0.91 1.13
H -1.94 0.87 0.48
H -2.33 1.98 1.78
H -3.86 0.60 3.40
H -2.34 0.98 4.23
H -2.99 -0.67 4.24
H 0.17 -3.19 1.82
H 2.32 -4.43 1.75
H 4.40 -3.25 1.19
H 5.55 -1.29 0.46
H 5.53 1.06 -0.30
H 3.39 2.31 -0.37
H 1.63 1.77 2.94
H 2.14 3.32 3.62
H 3.25 2.38 2.59
H 2.00 4.96 0.29
H 3.38 4.50 1.30
H 2.03 5.41 2.01
H -0.60 4.42 1.79
H -1.73 4.59 0.43
H -0.25 5.56 0.47
H 0.65 2.32 -2.68
H -0.50 4.52 -1.70
H -1.12 2.85 -1.69
H -2.19 -2.55 3.41
H -1.58 -2.38 5.06
H -0.64 -3.27 3.86
H 1.18 -0.12 3.80
H 1.36 -1.86 4.04
H 0.58 -0.86 5.29
O 3.36 -1.13 -3.48
As 1.88 -0.10 -3.53
O 1.46 -0.42 -1.85
O 0.87 3.10 -2.15
C 0.66 -1.49 -4.26
C 1.11 -2.80 -4.43
C 0.23 -3.81 -4.79
C -1.11 -3.53 -4.98
C -1.57 -2.23 -4.82
C -0.69 -1.22 -4.47
S -1.31 0.44 -4.37
O -0.56 1.23 -5.32
O -2.74 0.36 -4.56
O -0.98 0.90 -2.97
H 3.49 -1.36 -2.55
H 2.16 -3.01 -4.26
H 0.60 -4.82 -4.92
H -1.80 -4.32 -5.26
H -2.61 -1.98 -4.98
C -3.90 0.31 -1.80
C -3.40 -0.97 -1.24
N -2.16 -1.31 -0.96
C -2.18 -2.59 -0.46
C -3.46 -3.04 -0.43
N -4.22 -2.00 -0.92
H -3.14 1.08 -1.68
H -4.82 0.61 -1.30
H -4.06 0.23 -2.87
H -1.27 -3.10 -0.19
H -3.88 -3.98 -0.13
H -5.21 -2.00 -1.07
*
```

Output
HOMO energy (alpha / beta) (eV): -7.27 / -7.38
LUMO (alpha / beta) (eV): 0.0 / -0.5
HOMO-LUMO gap (alpha / beta) (eV): 7.31 / 6.92
Energy above the lowest of the compared OMol25 structures with the same formula, charge and spin (kJ/mol): 29.9
Calculated total energy (hartree): -4810.498513

Here are the Löwdin charges for atoms 1 to 2, given in e: 1.178 -0.059